# CH2O3S2

A single CH2O3S2 molecule at a distorted geometry (ωB97M-V/def2-TZVPD, the OMol25 dataset).

Summary:
**HOMO energy**: -8.765 eV
**Energy relative to the best compared isomer or geometry (same formula, charge and spin)**: 358.0 kJ/mol
**SMILES**: O=[S@@]1(O)=C(S)O1
**E_LUMO**: -0.08 eV

Each line ends with the natural charge from an NBO analysis.
Cartesian coordinates (Å):
C 1.2563 -0.3965 -0.5307  0.02
O 2.2406 -0.1748 -1.4339  -0.72
O 2.7627 1.6693 0.2173  -0.87
O 0.5422 1.6303 -1.0034  -0.87
S -0.1119 -1.0671 -1.3575  0.07
S 2.2672 1.4688 -1.1058  1.74
H 0.4091 2.1723 -0.2166  0.50
H -0.9948 -0.8279 -0.3808  0.14

Force components x, y, z for each atom (eV/Å):
-1.75 -2.35 1.00
-0.36 0.70 -0.38
0.27 0.46 0.25
1.69 0.95 -0.70
0.25 -0.65 -0.34
-0.26 1.02 -0.42
-0.04 0.09 0.33
0.19 -0.23 0.26

---

# CH2O3S2

A single CH2O3S2 molecule at a distorted geometry (ωB97M-V/def2-TZVPD, the OMol25 dataset).

Summary:
**HOMO energy**: -10.011 eV
**Energy relative to the best compared isomer or geometry (same formula, charge and spin)**: 119.7 kJ/mol
**E_LUMO**: 0.13 eV

Each line ends with the natural charge from an NBO analysis.
Cartesian coordinates (Å):
C 0.5201 -0.4837 -0.1522  0.19
O -2.2718 1.1708 -0.2299  -0.84
O -0.3687 -0.1646 0.9597  -0.70
O -0.3954 -0.4728 -1.2437  -0.69
S 1.9393 0.6064 -0.1474  -0.01
S -1.6975 -0.1317 -0.1799  1.70
H 0.9004 -1.5953 0.0325  0.18
H 1.3737 1.0710 0.9610  0.16

Force components x, y, z for each atom (eV/Å):
0.70 -3.53 1.33
0.57 0.37 -0.32
-0.81 0.07 -2.59
-0.48 1.20 1.37
-0.19 0.19 -0.21
0.63 -1.21 0.81
-0.81 2.24 -0.69
0.39 0.68 0.30

---

# CH2O4S

A molecular structure, CH2O4S at a distorted geometry (ωB97M-V/def2-TZVPD, the OMol25 dataset).

Summary:
**HOMO energy**: -9.068 eV
**Energy relative to the best compared isomer or geometry (same formula, charge and spin)**: 1078.3 kJ/mol
**E_LUMO**: -0.31 eV

Each line ends with the natural charge from an NBO analysis.
Cartesian coordinates (Å):
C 1.3919 0.0932 -1.0177  -0.50
O -0.1690 -1.7463 1.0923  -0.83
O -1.1733 1.3170 0.5616  -0.01
O -0.3118 0.8194 1.5631  -0.38
O -1.7467 0.1044 0.1705  -0.40
S -0.2278 -0.4902 0.5080  1.89
H 0.8076 0.7612 -1.4942  0.12
H 1.4292 -0.8587 -1.3836  0.12

Force components x, y, z for each atom (eV/Å):
1.10 0.03 4.85
-0.39 -1.95 1.45
-0.74 3.23 -0.43
0.29 -1.37 0.41
-0.60 -1.54 0.23
2.77 2.16 -2.99
-2.26 2.14 -2.05
-0.18 -2.70 -1.46

---

# CH2O4S2

A molecular structure, CH2O4S2 at a distorted geometry (ωB97M-V/def2-TZVPD, the OMol25 dataset).

Summary:
**HOMO energy (alpha / beta)**: 0.715 / 0.717 eV
**Energy relative to the best compared isomer or geometry (same formula, charge and spin)**: 524.5 kJ/mol
**Total charge**: -2
**E_LUMO (alpha / beta)**: 6.27 / 6.27 eV

Each line ends with the natural charge from an NBO analysis.
Cartesian coordinates (Å):
C 0.1520 -0.6942 0.6655  -0.76
O 2.5137 0.4604 1.3420  -1.07
O -2.1987 -0.9240 -0.4834  -1.04
O 0.8942 1.7747 -0.0702  -1.09
O -0.1046 -1.1005 -1.8525  -1.02
S 1.4782 0.4081 0.2232  1.45
S -0.8373 -0.4330 -0.7740  1.83
H -0.6957 -0.4313 2.4815  -0.23
H -1.2018 0.9398 -1.5322  -0.07

Force components x, y, z for each atom (eV/Å):
-0.52 1.02 0.94
-0.89 -0.13 -0.67
0.39 0.23 -0.30
0.52 -0.09 0.27
-0.29 0.10 -0.25
1.09 0.81 1.23
-2.14 -0.02 -0.83
0.84 0.07 -2.24
0.98 -1.99 1.84

---

# CH2O5

A single CH2O5 molecule at a distorted geometry (ωB97M-V/def2-TZVPD, the OMol25 dataset).

Summary:
**HOMO energy**: -10.255 eV
**Energy relative to the best compared isomer or geometry (same formula, charge and spin)**: 168.9 kJ/mol
**SMILES**: O=C(OO)OO
**E_LUMO**: -0.18 eV

Each line ends with the natural charge from an NBO analysis.
Cartesian coordinates (Å):
C -0.0144 -0.2082 -0.1390  0.95
O 0.1723 -1.3562 -0.3713  -0.54
O -2.1160 -0.2126 0.7354  -0.38
O 2.2639 0.4078 -0.7795  -0.41
O -1.0021 0.5610 0.1831  -0.25
O 1.2704 0.7891 0.0797  -0.30
H -2.6934 0.5051 0.9157  0.48
H 2.1194 -0.4861 -0.6242  0.45

Force components x, y, z for each atom (eV/Å):
4.09 0.82 0.75
-0.53 1.13 -0.05
1.63 -1.29 -0.84
0.76 1.46 -1.02
-1.02 0.32 0.57
-4.85 -0.30 0.65
-1.01 1.35 0.30
0.93 -3.51 -0.35

---

# CH2S2

2 unconnected molecules or ions with the total composition CH2S2 (ωB97M-V/def2-TZVPD, the OMol25 dataset).

Summary:
**HOMO energy**: -10.000 eV
**Energy relative to the best compared isomer or geometry (same formula, charge and spin)**: 161.4 kJ/mol
**E_LUMO**: 0.01 eV

Each line ends with the natural charge from an NBO analysis.
Cartesian coordinates (Å):
C -1.7368 -4.5674 0.7100  -0.17
S -0.7804 -3.7746 -0.1676  0.16
S -0.7273 0.1648 0.1232  -0.28
H 0.1405 0.9262 0.7766  0.14
H 0.1815 -0.1838 -0.7784  0.14

Force components x, y, z for each atom (eV/Å):
-0.06 -0.06 0.05
0.06 0.05 -0.04
-0.43 -0.11 0.05
0.21 0.19 0.18
0.22 -0.07 -0.25

---

# CH34N2O16

16 unconnected molecules or ions with the total composition CH34N2O16 at a distorted geometry (ωB97M-V/def2-TZVPD, the OMol25 dataset).

Summary:
**HOMO energy (alpha / beta)**: -13.620 / -13.157 eV
**Total charge**: +1
**2S+1**: 2
**E_LUMO (alpha / beta)**: -3.58 / -9.95 eV

Each line ends with the natural charge from an NBO analysis.
Cartesian coordinates (Å):
O -1.8583 -3.2099 2.4213  -0.96
H -2.1416 -3.1266 3.3318  0.48
H -2.2670 -2.4688 1.9741  0.48
O -0.9316 0.4730 -3.9773  -0.98
H -1.1862 -0.2160 -3.3636  0.50
H -1.4795 0.3227 -4.7477  0.51
O -0.2315 -4.1389 0.0502  -0.94
H -0.7610 -3.6789 0.7016  0.49
H 0.6167 -3.6960 0.0743  0.47
O -1.2690 3.2737 0.5267  -0.96
H -1.1579 3.3879 -0.4171  0.51
H -1.5612 2.3676 0.6261  0.45
O -0.5831 3.4915 -2.1898  -0.98
H -0.2802 2.8769 -2.8581  0.50
H -0.3740 4.3552 -2.5456  0.50
O 1.7317 3.3967 0.2949  -0.98
H 0.7898 3.3544 0.4599  0.49
H 2.0491 4.0772 0.8885  0.51
O -0.4016 -0.5608 4.1249  -0.99
H -1.0345 -1.0442 4.6559  0.49
H 0.3624 -1.1358 4.0795  0.51
O 2.8125 3.4112 -2.4059  -0.93
H 2.3646 3.4121 -1.5600  0.47
H 2.3922 2.7068 -2.8993  0.47
O 2.4224 -3.2997 0.2474  -0.96
H 3.2905 -3.0006 0.5178  0.49
H 2.3909 -3.1259 -0.6934  0.49
O -3.1888 -1.0171 1.1381  -0.95
H -4.0495 -1.1951 1.5172  0.51
H -2.9302 -0.1758 1.5143  0.47
O -2.4338 -1.0123 -1.6285  -0.96
H -2.7477 -0.8284 -0.7431  0.48
H -1.4992 -1.1882 -1.5201  0.46
O 1.4210 1.7371 -3.7912  -1.00
H 2.0849 1.3908 -4.3875  0.50
H 0.7214 1.0839 -3.8054  0.51
O -0.5451 -2.9790 -2.6587  -0.94
H 0.0271 -2.3019 -2.2976  0.44
H -0.6120 -3.6329 -1.9629  0.50
O 0.3343 2.2863 3.6670  -0.93
H -0.2032 2.8428 3.1035  0.47
H -0.0429 1.4118 3.5708  0.47
O 1.6745 -2.1748 2.9484  -0.93
H 1.5551 -2.4020 2.0262  0.49
H 2.3911 -1.5401 2.9483  0.47
C 0.4600 -0.3072 0.1827  0.66
O 0.0503 -1.3370 -0.2640  -0.56
N 0.9532 0.7067 -0.4636  -0.49
N 0.4012 -0.0640 1.3796  -0.56
H 1.2252 1.5216 0.0676  0.44
H 0.7956 0.7672 -1.4594  0.44
H 0.5903 0.8933 1.6403  0.42
H -0.1368 -0.6906 1.9610  0.47

Force components x, y, z for each atom (eV/Å):
0.47 -0.07 -0.02
-0.02 -0.25 0.25
-0.39 0.36 -0.33
0.45 0.16 0.33
-0.58 -0.36 0.21
-0.12 0.03 -0.32
-0.18 -0.24 -0.53
-0.33 -0.11 0.40
0.17 -0.16 0.27
0.63 -0.28 1.04
-0.06 0.22 -1.14
-0.43 -0.12 -0.04
-0.17 -0.15 0.50
0.04 -0.18 -0.40
0.13 0.34 -0.08
0.12 -0.80 -0.08
-0.95 0.59 0.07
0.35 0.19 0.24
-0.34 0.46 -0.45
-0.23 0.04 0.25
0.53 -0.54 -0.07
0.70 0.45 0.27
-0.08 0.24 0.40
-0.24 -0.04 -0.15
-0.07 0.41 0.25
0.42 -0.15 0.13
0.09 -0.07 -0.47
0.44 0.03 -0.01
-0.53 -0.13 -0.02
-0.09 0.33 0.23
0.02 0.65 -0.61
-0.32 -0.11 0.30
-0.03 -0.66 0.16
0.22 -0.18 0.14
0.30 -0.02 -0.35
-0.95 -0.47 -0.52
0.12 0.42 -0.81
0.27 -0.12 0.13
-0.12 -0.38 0.63
0.44 -0.05 -0.63
-0.27 0.51 -0.03
-0.34 -0.50 0.71
-0.34 0.47 0.38
0.02 -0.63 -0.54
0.49 0.10 0.15
0.26 -3.49 -5.22
-0.98 -1.99 -2.07
1.25 2.62 -2.95
-0.61 2.40 8.94
0.48 0.99 -0.43
0.46 0.32 -0.46
-0.09 0.06 1.33
0.01 -0.15 1.01

---

# CH39NO17

18 unconnected molecules or ions with the total composition CH39NO17 at a distorted geometry (ωB97M-V/def2-TZVPD, the OMol25 dataset).

Summary:
**HOMO energy**: -8.831 eV
**Energy relative to the best compared isomer or geometry (same formula, charge and spin)**: 390.4 kJ/mol
**E_LUMO**: -0.10 eV

Each line ends with the natural charge from an NBO analysis.
Cartesian coordinates (Å):
C 0.5763 -0.5619 -0.5740  -0.40
N 1.5655 -1.6288 -0.7626  -0.87
H 0.1647 -0.1730 -1.5154  0.20
H 1.0516 0.2809 0.0891  0.18
H -0.3156 -0.9576 -0.2300  0.15
H 1.5150 -1.8369 -1.8062  0.39
H 2.5568 -1.3720 -0.5431  0.36
H -2.9354 1.3332 -0.5177  0.52
H -3.0759 -0.2496 -0.2036  0.48
O -3.3408 0.4470 -0.8474  -0.99
H -0.4229 -2.9287 2.3197  0.47
H 0.3782 -4.1451 1.9584  0.49
O 0.0123 -3.2940 1.6521  -0.93
H -2.9379 3.2882 0.9521  0.47
H -1.7730 3.5803 -0.1634  0.52
O -2.6793 3.0707 0.1182  -1.02
H -1.0485 -0.2582 0.8597  0.50
H -0.2441 -0.1184 2.2999  0.51
O -0.9168 -0.6707 1.8079  -1.03
H -2.0079 -2.3548 -1.7678  0.49
H -1.3515 -3.5499 -2.5332  0.48
O -1.6373 -2.6207 -2.6580  -0.97
H -0.4476 -0.3222 -4.0593  0.47
H 1.0301 -0.2874 -4.1221  0.45
O 0.2666 -0.7258 -4.3500  -0.93
H 0.6329 2.2734 2.6090  0.47
H 1.1207 0.8737 2.7600  0.49
O 0.9415 1.5774 2.1016  -1.00
H -1.0736 1.5009 -2.3859  0.52
H 0.3751 1.5701 -2.9227  0.48
O -0.2478 2.0388 -2.3755  -1.00
H -2.3201 -0.4143 2.9367  0.49
H -2.8573 1.0378 2.8591  0.46
O -2.8610 0.2487 3.4073  -0.97
H 2.8076 2.9123 0.3968  0.50
H 1.4224 2.0681 0.0342  0.49
O 2.3533 2.0050 0.1084  -0.98
H 3.5631 -1.6325 1.7452  0.52
H 2.1909 -2.5195 1.4745  0.52
O 2.7565 -2.1356 2.2463  -1.02
H -2.3157 -0.4910 -3.6443  0.50
H -2.2868 -0.1609 -2.1572  0.51
O -2.0021 0.2134 -3.0811  -1.02
H -1.1011 4.1016 -1.8714  0.50
H 0.2404 3.4023 -1.3220  0.52
O -0.5181 4.0774 -1.0618  -0.98
H 3.4639 0.7066 2.4973  0.48
H 2.6285 0.1942 1.3461  0.49
O 3.5247 0.2025 1.6877  -0.95
H 1.7678 -1.2453 3.1893  0.54
H 0.6080 -0.7516 4.3300  0.50
O 1.2538 -0.4914 3.5979  -1.03
H 3.0039 0.7229 -2.8024  0.46
H 2.9109 0.8872 -1.3455  0.51
O 2.6222 0.2466 -2.0829  -0.98
H -2.8439 -2.3170 1.1738  0.47
H -1.4012 -2.3379 0.7484  0.51
O -2.3417 -2.3087 0.3997  -0.99

Force components x, y, z for each atom (eV/Å):
2.42 1.81 -0.54
0.24 -1.01 -1.36
1.11 0.37 0.00
-1.66 -1.76 -1.27
-1.12 -1.09 1.26
0.58 0.08 2.05
-1.65 0.07 -0.66
-1.01 -1.54 -0.39
-0.38 0.62 -0.31
1.32 0.73 1.38
-2.75 2.52 4.75
-0.41 0.57 -0.24
3.41 -3.24 -4.25
-0.96 1.16 3.57
-2.16 -1.43 0.92
3.28 -0.09 -4.47
0.53 -0.88 3.36
-0.98 -0.74 -1.17
0.03 1.69 -1.16
0.55 -0.75 -1.20
-0.28 0.86 -0.06
-0.40 -0.26 1.47
-5.11 3.16 2.57
2.40 1.57 0.92
3.18 -4.86 -3.49
-1.07 2.36 1.47
0.15 -0.02 0.10
0.37 -1.78 -0.80
0.73 0.33 -0.41
0.19 -0.45 -0.25
-0.29 -0.12 0.05
-0.10 0.74 -0.12
0.10 -0.17 -0.13
-0.26 -0.31 0.46
-2.07 -3.04 -0.93
-1.41 0.78 0.21
3.95 2.90 -0.29
-2.90 -1.35 2.03
1.14 0.93 1.70
1.17 -0.39 -3.49
-0.18 -0.34 -0.56
0.24 1.49 -1.95
-0.70 -1.09 2.02
1.27 -0.18 1.04
-2.80 1.75 0.41
1.13 -0.53 -1.01
0.00 0.16 0.28
-0.08 0.37 -0.12
0.95 -0.03 -0.30
-0.09 -0.05 0.17
1.65 0.19 -1.62
-1.36 -0.33 1.89
0.55 0.31 -1.31
-0.98 -1.25 -0.81
1.02 1.82 1.26
-1.52 -0.04 1.87
-1.39 -0.24 -0.75
2.41 0.03 -1.78